Below is C3H6O3 as an isolated structure in a non-equilibrium geometry, with properties calculated with ωB97M-V with the def2-TZVPD basis set.

Each line ends with the Mulliken charge.
Atoms and positions in Å:
C1 -1.187 0.636 0.230  -0.245
C2 -0.161 -0.328 -0.114  0.562
C3 1.755 0.327 0.036  -1.088
O1 -0.801 0.434 -1.101  -0.457
O2 -2.345 0.095 0.585  -0.511
O3 -0.275 -1.625 -0.063  -0.458
H1 -1.079 1.580 0.549  0.526
H2 2.346 -0.467 0.261  0.412
H3 1.871 1.026 0.946  0.261
H4 1.942 0.975 -0.778  0.321
H5 -2.490 -0.484 -0.207  0.330
H6 0.423 -2.170 -0.344  0.349

Calculated values
Gap between HOMO and LUMO ... 10.1 eV
LUMO energy ... 0.71 eV
Calculated total energy ... -9346.9293 eV
Relative energy (zero: lowest compared OMol25 entry of this formula, charge and spin) ... 4.387 eV
Charge ... 0